Molecular formula: C12H16ClLuYb
Method: DFT, ωB97M-V/def2-TZVPD

CARTESIAN COORDINATES (ANGSTROEM)
Yb 3.45 -2.25 -2.29
Cl 0.98 -2.62 -2.11
C 4.86 -3.25 -0.79
C 4.21 -0.83 -3.93
H 5.89 -2.88 -1.06
H 4.41 -2.86 0.16
H 4.64 -4.33 -1.03
H 5.32 -0.78 -3.78
H 3.61 0.08 -3.64
H 3.84 -1.39 -4.83
Lu -0.07 -0.12 -0.35
C 0.05 -1.98 0.96
C 0.61 1.51 1.04
H 1.12 -2.17 1.25
H -0.61 -1.93 1.85
H -0.28 -2.78 0.25
H 0.61 2.60 0.68
H 0.93 1.46 2.14
C -2.26 0.45 -0.25
C -3.37 0.96 0.02
C -4.61 1.53 0.35
C -5.31 1.05 1.49
C -6.47 1.69 1.91
C -6.95 2.82 1.22
C -6.26 3.30 0.09
C -5.09 2.66 -0.35
H -4.92 0.19 2.03
H -7.00 1.32 2.79
H -7.86 3.32 1.55
H -6.63 4.17 -0.45
H -4.54 3.03 -1.21

For the electronic energy, the calculation gives -90370.8611 eV. The calculation puts the HOMO energy (spin up / spin down) at -3.5274 / -3.4081 eV. The value obtained for the energy above the lowest of the compared OMol25 structures with the same formula, charge and spin is 1.728 eV. The largest force on an atom comes out at 4.00 eV/Å. Its charge is -1. The spin multiplicity is 2. The calculation puts the gap between HOMO and LUMO (spin up / spin down) at 0.2138 / 0.1967 Eh.


Molecular formula: C12H16ClN5O2S2
Method: DFT, ωB97M-V/def2-TZVPD

CARTESIAN COORDINATES (ANGSTROEM)
C -2.83 -1.33 0.53
H -2.83 -0.53 1.27
H -3.86 -1.57 0.28
H -2.35 -2.20 0.97
C -2.08 -0.90 -0.72
N -0.72 -0.49 -0.35
S 0.12 -1.26 0.87
O -0.28 -0.66 2.11
O 0.03 -2.68 0.76
C 1.78 -0.72 0.49
C 2.36 -1.11 -0.71
C 3.64 -0.68 -1.02
C 4.32 0.13 -0.12
C 3.74 0.51 1.08
C 2.47 0.08 1.39
H 1.99 0.34 2.31
H 4.29 1.13 1.77
Cl 5.90 0.68 -0.51
H 4.11 -0.97 -1.95
H 1.82 -1.77 -1.38
H -0.14 -0.34 -1.16
C -2.03 -2.05 -1.73
H -3.04 -2.37 -1.98
H -1.49 -2.88 -1.29
H -1.53 -1.74 -2.64
C -2.76 0.32 -1.37
H -3.79 0.10 -1.63
H -2.21 0.65 -2.26
S -2.82 1.75 -0.25
C -1.12 2.15 -0.24
N -0.34 2.30 -1.28
N 0.89 2.57 -0.82
C 0.84 2.60 0.48
N -0.42 2.33 0.91
N -0.84 2.20 2.23
H -1.84 2.35 2.26
H -0.65 1.24 2.54
H 1.66 2.82 1.14

For the electronic energy, the calculation gives -58440.8002 eV. The calculation puts the HOMO energy at -8.7639 eV. The largest force on an atom comes out at 1.20 eV/Å. Its charge is 0. As for the structure (SMILES): CC(C)(CSc1nncn1N)NS(=O)(=O)c1ccc(Cl)cc1. The calculation puts the gap between HOMO and LUMO at 0.3285 Eh.


Molecular formula: C12H16Cr2F4MgN4O15P2S
Method: DFT, ωB97M-V/def2-TZVPD

CARTESIAN COORDINATES (ANGSTROEM)
Cr -1.73 -1.98 0.19
Cr 0.59 -0.61 -2.19
Mg 1.47 -1.24 1.39
O -0.02 -2.43 1.22
H 0.18 -3.35 1.47
C 3.56 -3.93 -3.37
F 3.70 -5.22 -3.83
F 4.40 -3.64 -2.38
F 3.77 -3.14 -4.43
S 1.76 -3.64 -2.62
O 1.60 -4.41 -1.37
O 1.68 -2.22 -2.38
O 0.88 -4.01 -3.72
P -1.86 -1.84 -2.65
O -0.76 -1.91 -1.51
O -2.84 -1.84 -1.45
O -1.65 -3.06 -3.59
O -1.10 -0.63 -3.04
P 0.22 0.59 0.12
O -1.11 -0.19 0.36
O 1.18 0.51 1.35
O 0.52 1.05 -1.35
O 1.11 -0.60 -0.31
C -1.60 0.23 3.46
C -2.40 1.42 2.94
O -1.41 2.44 2.96
C -0.47 2.15 3.85
O 0.43 2.90 4.10
O -0.67 0.92 4.29
F -3.38 1.75 3.78
H -1.08 -0.37 2.72
H -2.29 -0.30 4.12
H -2.88 1.32 1.96
C 0.77 -2.08 5.88
C 1.22 -1.65 4.54
N 1.54 -1.38 3.45
H 0.27 -1.22 6.32
H 1.63 -2.25 6.53
H 0.20 -3.00 5.83
C 0.14 3.66 -3.42
C -0.37 4.53 -4.43
N -0.75 5.20 -5.30
H 1.20 3.56 -3.64
H -0.47 2.77 -3.31
H -0.04 4.24 -2.52
C 3.04 2.80 -1.07
C 3.49 1.35 -1.27
N 3.90 0.29 -1.41
H 3.94 3.40 -0.89
H 2.40 2.79 -0.19
H 2.46 3.09 -1.94
C -3.61 1.54 -0.75
C -4.95 1.57 -0.21
N -6.04 1.47 0.24
H -2.92 1.11 -0.02
H -3.28 2.57 -0.89
H -3.57 0.92 -1.65

For the electronic energy, the calculation gives -151949.4521 eV. The calculation puts the HOMO energy (spin up / spin down) at -9.4612 / -9.6626 eV. The value obtained for the energy above the lowest of the compared OMol25 structures with the same formula, charge and spin is 3.369 eV. The largest force on an atom comes out at 9.31 eV/Å. Its charge is 0. The spin multiplicity is 7. The calculation puts the gap between HOMO and LUMO (spin up / spin down) at 0.2349 / 0.2691 Eh.